The following is a DFT calculation (ωB97M-V/def2-TZVPD) of a 2-piece molecular cluster, C25H20F6NO overall at a distorted geometry.

XYZ file:
```
53
C25H20F6NO ωB97M-V/def2-TZVPD
F 1.70 5.49 1.74
F -0.39 5.43 1.02
F 4.84 -4.75 -1.54
F 1.28 5.38 -0.43
F 5.46 -5.18 0.53
F 3.66 -6.13 -0.30
O -2.61 -3.09 -0.78
N -3.04 -0.92 -0.21
C 3.57 -3.86 0.20
C -3.42 3.18 -1.33
C 1.08 -0.69 1.46
C 1.07 0.71 1.22
C 1.86 1.38 0.26
C 2.36 -4.09 0.83
C 0.08 2.84 1.80
C -1.99 -0.28 -0.92
C 0.87 5.00 0.79
C 1.97 -1.71 1.02
C 1.58 -3.05 1.24
C 4.00 -2.55 0.02
C 3.22 -1.49 0.42
C -2.10 1.16 -1.22
C -0.96 -1.00 -1.37
C -3.33 -2.28 -0.24
C 0.15 1.49 1.96
C -2.34 3.87 -1.82
C 1.77 2.74 0.11
C 0.89 3.48 0.88
C -1.02 1.89 -1.72
C -4.60 -2.74 0.38
C -1.14 3.22 -2.02
C 4.41 -5.02 -0.29
C -3.30 1.84 -1.04
H -4.16 1.31 -0.68
H -4.36 3.69 -1.17
H 2.50 0.82 -0.40
H 0.28 -1.04 2.07
H -0.92 -2.05 -1.16
H -4.43 -3.65 0.95
H -0.59 3.44 2.40
H -0.29 3.77 -2.40
H 0.64 -3.24 1.73
H -3.68 -0.32 0.31
H -0.17 -0.59 -1.97
H -2.43 4.92 -2.06
H 2.36 3.25 -0.63
H -0.08 1.40 -1.86
H -5.35 -2.96 -0.38
H 3.61 -0.50 0.32
H 4.97 -2.39 -0.43
H -5.02 -1.99 1.05
H -0.49 0.99 2.67
H 2.04 -5.11 0.97
```

Output
**Gap between HOMO and LUMO**: 4.81 eV
**E_HOMO**: -0.4073 Eh
**E_tot**: -46085.691 eV
**Net charge**: +1
**LUMO energy**: -0.23040 Ha